Here is 2 unconnected molecules or ions with the total composition C2H7NSi from OMol25. Energies are from ωB97M-V/def2-TZVPD.

Results
Electronic energy in a.u.: -424.447085
Relative energy (zero: lowest compared OMol25 entry of this formula, charge and spin) in kcal/mol: 108.52
HOMO level (spin up / spin down) in eV: -7.77 / -8.12
M in g/mol: 73.17

The geometry in ORCA input format:
```
! RIJCOSX wB97M-V def2-TZVPD def2/J DEFGRID3
* xyz 0 1
C -1.443 0.352 0.310
C 0.592 -1.171 0.338
N -2.075 0.089 -0.666
Si 1.459 0.296 -0.245
H -1.554 0.726 1.265
H 0.765 -1.465 1.322
H -0.085 -1.664 -0.246
H -3.006 0.550 -0.914
H 2.615 -0.404 -0.734
H 1.781 1.290 0.845
H 0.952 1.401 -1.276
*
```

Now the Mulliken charges, all in e: -0.128 -0.953 -0.400 0.396 0.344 0.359 0.501 0.253 -0.173 -0.112 -0.087

=====

Here is a molecular structure, C34H42BF8HfN4O2 from OMol25. Energies are from ωB97M-V/def2-TZVPD.

Results
Electronic energy in a.u.: -2561.968760
Relative energy (zero: lowest compared OMol25 entry of this formula, charge and spin) in kcal/mol: 13.97
HOMO level in eV: -10.88
M in g/mol: 880.02

The geometry in ORCA input format:
```
! RIJCOSX wB97M-V def2-TZVPD def2/J DEFGRID3
* xyz 1 1
Hf 0.734 0.404 -1.143
C 1.662 -1.044 -3.797
C 1.292 -2.328 -3.078
N 1.341 -2.180 -1.602
C 0.495 -3.266 -1.032
C 0.558 -3.425 0.481
C 2.741 -2.291 -1.120
C 3.054 -1.201 -0.100
N 2.792 0.086 -0.753
C 3.819 0.840 -1.252
C 3.530 1.679 -2.335
F 2.221 1.648 -2.766
C 4.404 2.569 -2.908
F 3.982 3.340 -3.910
C 5.695 2.665 -2.433
C 6.033 1.850 -1.367
F 7.257 1.927 -0.853
C 5.141 0.962 -0.792
F 5.557 0.259 0.272
H 1.613 -1.191 -4.875
H 0.944 -0.253 -3.546
H 2.674 -0.722 -3.553
H 0.277 -2.610 -3.356
H 1.950 -3.142 -3.396
H -0.534 -3.056 -1.323
H 0.787 -4.213 -1.501
H 0.412 -2.475 0.990
H -0.241 -4.098 0.791
H 1.499 -3.858 0.819
H 2.930 -3.277 -0.693
H 3.426 -2.165 -1.960
H 2.414 -1.302 0.779
H 4.083 -1.310 0.228
H 6.407 3.355 -2.860
C 2.352 4.936 0.188
C 2.149 3.515 -0.347
N 0.893 2.804 -0.013
C 0.678 2.696 1.455
C 0.217 3.947 2.208
C -0.274 3.425 -0.672
C -0.379 3.097 -2.152
N -0.559 1.652 -2.338
C -1.514 1.193 -3.206
C -1.817 -0.173 -3.162
F -1.087 -0.908 -2.252
C -2.754 -0.818 -3.930
F -2.927 -2.131 -3.769
C -3.493 -0.109 -4.851
C -3.215 1.241 -4.957
F -3.879 1.971 -5.849
C -2.256 1.879 -4.189
F -2.038 3.178 -4.451
H 3.125 5.411 -0.416
H 2.695 4.939 1.221
H 1.454 5.546 0.109
H 2.971 2.892 0.007
H 2.202 3.569 -1.432
H 1.608 2.324 1.891
H -0.079 1.935 1.611
H 1.003 4.687 2.329
H -0.098 3.637 3.204
H -0.638 4.422 1.729
H -0.262 4.513 -0.565
H -1.173 3.044 -0.182
H 0.496 3.455 -2.701
H -1.232 3.658 -2.517
H -4.242 -0.580 -5.469
C -3.687 -4.198 5.162
C -4.173 -2.886 4.525
C -5.292 -3.226 3.538
C -4.744 -1.960 5.609
C -2.997 -2.188 3.843
C -1.857 -1.877 4.600
C -0.738 -1.257 4.064
C -0.792 -0.946 2.722
O 0.156 -0.359 1.916
B -0.402 -0.284 0.631
O -1.685 -0.817 0.670
C -1.914 -1.227 1.963
C -3.027 -1.849 2.492
H -4.532 -4.735 5.596
H -2.962 -4.021 5.956
H -3.223 -4.839 4.411
H -6.091 -3.745 4.067
H -4.936 -3.884 2.743
H -5.722 -2.328 3.090
H -5.585 -2.441 6.110
H -5.095 -1.026 5.166
H -3.994 -1.717 6.363
H -1.840 -2.127 5.652
H 0.133 -1.030 4.664
H -3.879 -2.054 1.861
*
```

Now the Mulliken charges, all in e: 0.438 -0.538 -1.188 0.480 -0.747 -1.092 -1.186 -0.865 -0.247 0.002 0.451 -0.305 0.058 -0.317 -0.663 0.179 -0.305 0.321 -0.342 0.521 0.148 0.140 0.575 0.554 0.297 0.556 0.249 0.483 0.393 0.489 0.518 0.101 0.913 0.537 -1.720 -0.540 1.387 -0.341 -1.453 -0.880 -1.401 0.280 0.815 -0.168 0.536 -0.470 -0.274 -0.609 0.091 -0.298 0.218 -0.326 0.486 0.347 0.252 0.356 0.043 0.362 -0.021 0.300 0.500 0.298 0.524 0.507 -0.005 0.909 0.549 -1.605 1.757 -2.017 -1.588 0.732 -0.477 -2.303 0.781 0.206 -0.033 -0.429 1.320 -1.288 0.454 0.323 0.372 0.423 0.404 0.369 0.447 0.365 0.341 0.416 0.548 0.621

=====

Here is 10 unconnected molecules or ions with the total composition C48H110Br6O21 from OMol25. Energies are from ωB97M-V/def2-TZVPD.

Results
SMILES: COCCOCCOC.COCCOCCOC.COCCOCCOC.COCCOCCOC.COCCOCCOC.COCCOCCOC.COCCOCCOC.BrCCBr.BrCCBr.BrCCBr
Electronic energy in a.u.: -18918.505934
HOMO level in eV: -9.30
M in g/mol: 1502.81

The geometry in ORCA input format:
```
! RIJCOSX wB97M-V def2-TZVPD def2/J DEFGRID3
* xyz 0 1
C 4.388 -2.694 3.038
O 3.968 -1.313 2.958
C 3.151 -1.044 1.809
C 3.078 0.477 1.711
O 4.367 1.047 1.562
C 4.330 2.375 1.119
C 5.433 2.924 0.184
O 6.602 3.219 0.964
C 7.682 3.751 0.270
H 4.857 -2.858 3.994
H 5.080 -2.884 2.243
H 3.584 -3.372 2.822
H 2.108 -1.470 1.930
H 3.617 -1.517 0.952
H 2.625 0.852 2.595
H 2.438 0.694 0.825
H 4.298 3.074 1.918
H 3.399 2.612 0.658
H 5.066 3.849 -0.302
H 5.686 2.211 -0.645
H 7.499 4.603 -0.271
H 8.224 3.004 -0.351
H 8.424 4.101 1.037
C 2.674 1.804 -6.670
O 3.419 1.862 -5.527
C 2.654 2.216 -4.479
C 3.464 2.566 -3.288
O 4.360 1.546 -2.760
C 3.712 0.689 -1.835
C 3.607 -0.763 -2.267
O 2.695 -0.854 -3.312
C 2.364 -2.174 -3.737
H 3.344 1.422 -7.438
H 2.173 2.770 -6.966
H 1.860 1.055 -6.573
H 1.931 1.476 -4.247
H 2.101 3.159 -4.740
H 2.847 2.936 -2.470
H 4.143 3.404 -3.548
H 2.634 0.895 -1.667
H 4.240 0.689 -0.895
H 3.279 -1.380 -1.416
H 4.613 -1.090 -2.599
H 3.343 -2.686 -4.017
H 1.668 -2.135 -4.566
H 1.850 -2.671 -2.857
C 0.879 8.879 -1.584
O 1.147 7.979 -2.684
C 2.504 7.486 -2.770
C 2.474 5.981 -2.881
O 1.733 5.371 -1.888
C 2.390 5.114 -0.670
C 1.448 5.479 0.520
O 2.190 5.135 1.707
C 1.351 4.700 2.759
H -0.171 9.081 -1.591
H 1.522 9.745 -1.646
H 1.049 8.387 -0.594
H 3.022 7.751 -1.882
H 3.057 7.929 -3.594
H 3.582 5.819 -2.909
H 2.034 5.695 -3.855
H 3.313 5.750 -0.604
H 2.775 4.073 -0.604
H 0.573 4.829 0.425
H 1.027 6.490 0.510
H 1.960 4.584 3.612
H 0.933 3.759 2.531
H 0.578 5.476 2.853
C -0.846 -0.798 -6.150
O -1.933 -1.129 -5.331
C -2.920 -0.152 -5.373
C -4.146 -0.557 -4.640
O -3.881 -0.883 -3.283
C -4.983 -1.655 -2.781
C -6.301 -0.950 -2.669
O -7.043 -0.799 -3.879
C -8.464 -0.619 -3.693
H -0.518 0.223 -5.957
H -1.020 -0.906 -7.243
H -0.035 -1.491 -5.962
H -3.337 0.008 -6.377
H -2.533 0.742 -5.010
H -4.461 -1.509 -5.184
H -4.913 0.223 -4.767
H -4.611 -1.881 -1.740
H -5.115 -2.613 -3.215
H -6.256 0.052 -2.351
H -6.890 -1.494 -1.950
H -8.984 -1.515 -3.311
H -8.865 -0.476 -4.694
H -8.644 0.242 -3.036
C -7.827 -5.329 -3.347
O -7.797 -4.789 -2.029
C -6.534 -4.905 -1.495
C -6.432 -4.395 -0.076
O -6.400 -2.958 -0.027
C -5.897 -2.572 1.227
C -5.719 -1.042 1.307
O -4.768 -0.673 0.299
C -4.700 0.685 -0.018
H -7.580 -6.405 -3.285
H -7.086 -4.893 -4.066
H -8.800 -5.259 -3.889
H -5.729 -4.479 -2.073
H -6.310 -5.995 -1.447
H -5.456 -4.732 0.369
H -7.293 -4.747 0.510
H -4.902 -3.045 1.404
H -6.547 -2.927 2.034
H -5.323 -0.765 2.300
H -6.674 -0.550 1.125
H -4.154 0.822 -1.013
H -4.201 1.293 0.765
H -5.653 1.147 -0.207
C -2.716 -2.214 2.841
O -1.417 -2.862 2.761
C -1.192 -3.519 4.008
C 0.222 -4.023 4.142
O 0.476 -5.159 3.351
C 1.810 -5.634 3.361
C 2.019 -6.839 4.281
O 1.694 -6.324 5.561
C 1.655 -7.278 6.579
H -2.771 -1.451 3.600
H -3.585 -2.900 3.121
H -2.905 -1.762 1.905
H -1.929 -4.362 4.016
H -1.507 -2.837 4.821
H 0.347 -4.147 5.240
H 0.886 -3.168 3.982
H 2.451 -4.872 3.761
H 2.104 -5.862 2.339
H 3.041 -7.261 4.224
H 1.283 -7.604 4.010
H 0.966 -8.143 6.314
H 1.292 -6.823 7.465
H 2.600 -7.772 6.694
C -1.739 1.304 4.074
O -0.535 1.707 4.673
C 0.489 0.671 4.624
C 1.638 1.062 5.490
O 2.191 2.233 4.983
C 3.486 2.537 5.519
C 4.628 1.541 5.375
O 4.730 0.745 6.564
C 5.679 -0.278 6.571
H -2.037 0.330 4.467
H -1.667 1.160 2.993
H -2.468 2.097 4.290
H 0.857 0.598 3.606
H 0.021 -0.308 4.746
H 2.401 0.253 5.359
H 1.404 1.168 6.555
H 3.400 2.718 6.580
H 3.687 3.458 5.081
H 5.497 2.179 5.326
H 4.623 0.967 4.428
H 5.788 -0.689 7.595
H 6.661 0.080 6.253
H 5.309 -1.056 5.847
Br -0.282 1.399 -0.226
C -1.118 0.106 -1.322
C -0.189 -1.022 -1.790
Br 0.519 -2.192 -0.401
H -1.356 0.687 -2.180
H -1.987 -0.245 -0.764
H 0.649 -0.684 -2.343
H -0.796 -1.748 -2.305
Br -2.940 -3.489 -0.686
C -1.814 -4.987 0.069
C -0.985 -5.562 -1.070
Br -0.032 -7.137 -0.490
H -2.628 -5.728 0.378
H -1.280 -4.604 0.935
H -0.271 -4.780 -1.457
H -1.625 -5.916 -1.942
Br -3.018 6.350 -1.790
C -1.944 5.301 -2.975
C -1.700 3.902 -2.511
Br -0.709 2.881 -3.746
H -0.987 5.795 -2.964
H -2.437 5.443 -3.985
H -2.620 3.328 -2.332
H -1.083 3.820 -1.561
*
```

Atomic partial charges in e from the Mulliken method, atoms 1 to 99: -0.802 -0.090 -0.335 1.806 -0.753 -0.129 -0.387 -0.359 -0.859 0.269 0.427 0.171 -0.369 0.441 -0.525 -0.522 0.551 0.144 0.106 0.435 0.362 0.288 0.249 -0.577 -0.465 -0.192 0.600 -0.548 0.480 -0.828 -0.151 -0.232 0.335 0.263 0.086 -0.102 0.339 -0.386 0.308 -0.077 0.135 0.207 0.434 0.247 -0.087 0.117 -0.687 -0.310 -0.893 -0.440 0.490 0.848 -0.415 -0.356 -0.549 0.243 0.358 0.221 0.472 0.449 0.226 0.204 0.350 -1.370 0.241 0.084 -0.005 0.302 0.444 -0.651 -0.231 -0.610 -0.361 0.397 0.209 -0.755 -0.381 -0.757 0.196 0.349 0.103 0.378 0.236 0.201 0.308 -1.272 0.442 0.380 0.629 0.230 0.268 0.311 -0.753 -0.381 -0.342 -0.580 -0.124 -0.095 -1.014

=====

Here is 11 unconnected molecules or ions with the total composition C25H72N8O11 from OMol25. Energies are from ωB97M-V/def2-TZVPD.

Results
SMILES: NC(N)=O.NC(N)=O.NC(N)=O.NC(N)=O.CC(C)O.CC(C)O.CC(C)O.CC(C)O.CC(C)O.CC(C)O.CC(C)O
Electronic energy in a.u.: -2261.100092
Relative energy (zero: lowest compared OMol25 entry of this formula, charge and spin) in kcal/mol: 338.27
HOMO level in eV: -8.27
M in g/mol: 660.90

The geometry in ORCA input format:
```
! RIJCOSX wB97M-V def2-TZVPD def2/J DEFGRID3
* xyz 0 1
N -3.822 4.351 0.986
C -2.755 3.659 0.716
N -2.131 3.979 -0.397
O -2.375 2.627 1.534
H -4.349 4.069 1.864
H -3.957 5.313 0.626
H -1.232 3.488 -0.769
H -2.400 4.752 -1.040
N 3.528 -0.961 -1.439
C 3.765 -1.696 -0.411
N 3.330 -1.190 0.704
O 4.307 -2.998 -0.513
H 3.729 -1.380 -2.376
H 3.189 0.008 -1.456
H 3.422 -1.890 1.440
H 2.592 -0.482 0.810
N -0.714 0.893 -0.049
C 0.431 0.270 0.067
N 0.658 -0.413 -0.967
O 1.418 0.502 1.043
H -1.063 1.380 0.801
H -1.424 0.549 -0.687
H 1.550 -0.980 -1.134
H -0.128 -0.590 -1.674
N 0.066 2.752 -1.508
C -0.199 2.873 -2.742
N 0.215 4.008 -3.207
O -0.887 1.981 -3.516
H -0.196 1.874 -0.954
H 0.744 3.359 -1.071
H 0.178 4.045 -4.249
H 0.898 4.579 -2.738
C -4.719 0.469 3.063
C -3.696 0.676 4.158
C -2.435 -0.094 3.951
O -3.440 1.896 4.360
H -5.702 0.819 3.380
H -4.846 -0.608 3.050
H -4.403 0.921 2.095
H -4.060 0.305 5.173
H -1.737 0.270 4.674
H -2.072 0.131 2.973
H -2.540 -1.160 4.155
H -4.134 2.396 3.952
C 1.000 -2.551 -3.810
C 0.889 -1.911 -5.159
C 0.627 -0.408 -5.018
O 1.802 -2.048 -6.045
H 1.735 -2.043 -3.166
H 1.208 -3.621 -3.849
H 0.004 -2.472 -3.364
H -0.032 -2.317 -5.658
H 0.529 0.065 -5.947
H 1.511 -0.033 -4.473
H -0.299 -0.247 -4.420
H 1.409 -1.882 -6.902
C 0.974 -1.477 4.671
C 0.184 -2.486 3.878
C 0.150 -2.251 2.332
O 0.658 -3.630 3.927
H 2.003 -1.403 4.306
H 1.068 -1.674 5.756
H 0.582 -0.466 4.560
H -0.794 -2.539 4.318
H -0.149 -3.088 1.744
H 1.135 -1.938 1.908
H -0.570 -1.434 2.235
H 1.002 -3.799 4.810
C 0.200 2.286 3.172
C 1.658 2.639 3.420
C 2.338 1.796 4.542
O 2.470 2.496 2.456
H -0.460 2.717 3.923
H 0.171 1.205 3.180
H -0.079 2.637 2.204
H 1.607 3.690 3.794
H 1.648 1.775 5.368
H 3.295 2.297 4.809
H 2.608 0.765 4.216
H 2.148 1.749 1.915
C 1.245 -4.369 -0.568
C -0.201 -4.910 -0.606
C -1.241 -3.792 -0.773
O -0.430 -5.883 -1.343
H 1.980 -5.168 -0.623
H 1.432 -3.866 0.385
H 1.539 -3.749 -1.401
H -0.327 -5.274 0.373
H -1.103 -2.942 -0.086
H -2.223 -4.241 -0.684
H -1.201 -3.399 -1.789
H -1.140 -6.435 -0.933
C -3.255 0.488 -1.039
C -2.641 -0.734 -1.714
C -3.661 -1.649 -2.277
O -1.794 -0.488 -2.532
H -4.238 0.632 -1.499
H -2.813 1.396 -1.156
H -3.423 0.244 0.019
H -2.104 -1.247 -0.922
H -3.235 -2.653 -2.370
H -4.254 -1.291 -3.093
H -4.388 -1.883 -1.528
H -2.080 0.251 -3.022
C 3.433 2.446 -0.653
C 3.216 2.238 -2.175
C 4.490 1.948 -2.959
O 2.408 1.314 -2.415
H 3.983 3.360 -0.356
H 3.945 1.608 -0.127
H 2.455 2.530 -0.169
H 2.655 3.074 -2.607
H 4.958 0.973 -2.657
H 5.221 2.757 -2.787
H 4.394 1.933 -4.011
H 1.515 1.627 -2.241
*
```

Atomic partial charges in e from the Mulliken method, atoms 1 to 99: -0.425 0.192 -0.089 -0.222 0.301 0.205 0.228 0.234 0.014 -0.014 0.116 -0.803 0.279 -0.100 0.240 -0.619 1.889 0.743 2.891 0.777 -1.394 -0.723 -0.878 -1.027 -0.376 0.180 -0.201 -0.710 0.128 0.367 0.347 0.235 -1.375 0.476 -0.574 -0.490 0.475 0.409 0.172 0.209 0.269 -0.408 0.477 0.348 -0.108 -0.103 -0.442 -0.573 -0.399 0.518 -0.126 0.258 0.795 -0.031 -0.291 0.402 -1.122 0.053 0.998 -0.477 0.386 0.455 -0.158 0.126 -0.048 -0.439 -0.490 0.417 -0.312 0.283 -1.167 -0.543 0.683 -0.601 -0.024 0.405 0.382 0.399 0.037 -0.064 -0.555 -0.037 -0.140 -0.574 0.498 0.173 -0.147 0.285 -0.028 0.378 -0.192 0.442 -1.792 0.795 -1.759 -0.507 0.448 0.208 0.324

=====

Here is a molecular structure, C14H29AlBr12N from OMol25. Energies are from ωB97M-V/def2-TZVPD.

Results
Electronic energy in a.u.: -31736.189215
Relative energy (zero: lowest compared OMol25 entry of this formula, charge and spin) in kcal/mol: 0.00
HOMO level in eV: -4.63
M in g/mol: 1197.22

The geometry in ORCA input format:
```
! RIJCOSX wB97M-V def2-TZVPD def2/J DEFGRID3
* xyz -1 1
C -0.188 3.274 -0.755
C -0.098 4.190 0.042
Al 0.147 5.505 1.580
N 0.933 4.507 2.999
H 0.130 2.570 -1.491
H -1.274 6.146 1.977
H 1.196 6.667 1.193
H 1.903 4.345 2.732
H 0.519 3.576 2.930
Br 0.081 0.694 0.385
C 1.173 -0.753 -0.320
C 0.376 -1.675 -1.204
Br -0.768 -2.864 -0.161
H 1.615 -1.264 0.531
H 1.958 -0.266 -0.895
H 1.031 -2.339 -1.766
H -0.272 -1.139 -1.891
Br -1.530 -0.518 3.807
C -3.005 -1.779 3.836
C -3.646 -1.901 2.479
Br -4.773 -0.368 2.070
H -3.697 -1.443 4.602
H -2.568 -2.730 4.135
H -4.311 -2.762 2.447
H -2.916 -1.976 1.678
Br 1.551 9.902 -0.903
C 2.719 8.603 -1.761
C 1.961 7.715 -2.714
Br 0.933 6.366 -1.762
H 3.204 8.044 -0.967
H 3.460 9.197 -2.294
H 2.653 7.160 -3.344
H 1.269 8.271 -3.340
Br -2.922 3.678 -1.156
C -4.635 2.738 -1.170
C -4.549 1.449 -1.940
Br -4.551 1.750 -3.868
H -5.383 3.417 -1.570
H -4.856 2.532 -0.124
H -5.420 0.826 -1.752
H -3.647 0.889 -1.712
Br 5.388 -2.979 0.322
C 3.659 -3.859 0.176
C 3.579 -4.732 -1.045
Br 3.340 -3.686 -2.670
H 2.907 -3.077 0.182
H 3.563 -4.460 1.077
H 2.704 -5.374 -0.986
H 4.467 -5.338 -1.192
Br 0.053 -6.437 -0.434
C 0.842 -8.210 -0.310
C 0.746 -8.763 1.086
Br 2.050 -7.937 2.271
H 1.867 -8.125 -0.656
H 0.277 -8.827 -1.005
H 0.984 -9.825 1.092
H -0.230 -8.607 1.532
*
```

Now the Mulliken charges, all in e: -0.139 -0.823 -0.058 -0.633 0.644 -0.212 -0.185 0.207 0.173 -0.143 -0.580 -0.298 -0.147 0.258 0.401 -0.004 0.489 -0.108 -0.609 -0.232 -0.125 0.385 0.334 0.358 -0.031 -0.143 -0.578 -0.673 0.016 0.368 0.358 0.322 0.351 0.011 -0.531 -0.483 -0.179 0.347 0.238 0.333 0.284 -0.133 0.127 -0.197 -0.152 -0.246 0.318 -0.126 0.441 -0.107 -0.617 -0.559 -0.137 0.352 0.357 0.341 0.376